Record 1
{
  "formula": "C10H23NO9S3",
  "method": "ωB97M-V/def2-TZVPD",
  "elements": ["S", "O", "O", "H", "C", "H", "H", "O", "H", "N", "O", "H", "H", "C", "O", "C", "O", "C", "H", "O", "H", "H", "H", "C", "C", "H", "H", "H", "C", "H", "H", "C", "H", "H", "H", "H", "H", "C", "S", "C", "S", "O", "O", "H", "H", "H"],
  "coordinates": [[1.817, -2.679, -2.185], [-0.912, -0.082, -4.343], [3.079, -1.592, 0.130], [-1.583, -3.150, -0.849], [-1.655, 0.714, 5.216], [-0.794, 0.651, 5.883], [-0.271, -1.764, -2.789], [-2.907, 0.007, -2.906], [4.539, -0.524, 1.155], [2.609, 1.761, 0.656], [0.612, -0.532, 3.254], [3.135, -1.030, 2.128], [-2.576, 0.656, 5.787], [-1.587, 1.934, 4.319], [-3.160, 0.194, -5.331], [3.798, -1.315, 1.309], [-2.138, 1.996, -3.983], [2.761, -0.454, -0.629], [-0.816, -1.582, -0.567], [-0.651, 1.559, 3.298], [2.629, -0.532, -2.793], [-2.551, 2.151, 3.855], [3.697, 0.052, -0.904], [-2.868, 2.322, -2.791], [-2.768, 1.065, -1.948], [-3.566, 0.977, -1.216], [-0.321, -3.554, -2.811], [4.333, -2.220, 1.582], [1.920, 0.572, 0.156], [3.399, 1.507, 1.234], [-1.210, 2.816, 4.828], [0.004, -2.673, -2.269], [1.108, 0.933, -0.474], [-3.900, 2.551, -3.057], [-2.401, 3.184, -2.324], [2.966, 2.298, -0.123], [1.081, -0.433, -2.000], [-0.635, -2.613, -0.868], [-2.231, 0.429, -4.291], [2.063, -0.893, -1.939], [-0.691, -0.016, 3.045], [-1.408, -0.298, 1.857], [-1.617, -0.384, 4.293], [1.439, 0.073, 0.994], [-1.798, 0.979, -1.454], [0.029, -3.061, -0.134]],
  "nbo_charge": [0.205, -0.906, -0.528, 0.206, -0.102, 0.198, 0.224, -0.688, 0.154, -0.832, -0.901, 0.180, 0.215, -0.097, -0.891, -0.256, -0.690, 0.073, 0.201, -0.686, 0.224, 0.193, 0.152, -0.098, -0.101, 0.217, 0.221, 0.195, -0.249, 0.351, 0.215, -0.529, 0.181, 0.194, 0.212, 0.348, 0.213, -0.629, 2.554, -0.544, 2.556, -0.903, -0.685, 0.211, 0.199, 0.220],
  "e_lumo_ev": 0.205,
  "multiplicity": 1,
  "smiles": "CCSC[C@@H](CN)OC.O=S1(=O)OCCO1.O=S1(=O)OCCO1"
}



Record 2
{
  "formula": "C4H4N2O",
  "method": "ωB97M-V/def2-TZVPD",
  "elements": ["C", "H", "H", "C", "C", "C", "H", "H", "O", "N", "N"],
  "coordinates": [[-0.233, -0.938, 1.014], [1.655, -1.421, 0.461], [2.036, 0.458, -1.725], [0.729, -0.898, 0.166], [-1.302, 0.047, 0.637], [0.532, 0.417, -0.639], [-0.403, -1.485, 1.908], [-0.918, 1.855, -0.802], [-2.604, -0.011, 0.807], [1.110, 0.945, -1.622], [-0.602, 1.031, -0.204]],
  "nbo_charge": [-0.243, 0.241, 0.342, -0.231, 0.639, 0.405, 0.240, 0.449, -0.555, -0.645, -0.643],
  "e_above_lowest_kj_mol": 159.9,
  "e_lumo_ev": -0.484,
  "multiplicity": 1,
  "smiles": "[H]/N=C1\\C=CC(=O)N1"
}



no.,orbital gap (eV)
1,7.9
2,9.4